C48H37N12O9SSbScTe as an isolated structure. Source: the OMol25 dataset; level of theory: wB97M-V/def2-TZVPD.

Output
Electronic energy ... -132050.79030 eV
Orbital gap (alpha / beta) ... 0.146 / 0.145 hartree
ΔE to the lowest compared entry with this formula, charge and spin ... 30.77 kcal/mol
LUMO (alpha / beta) ... 1.22 / 1.22 eV
Total charge ... -1
Multiplicity ... 1

XYZ file:
```
110
Properties=species:S:1:pos:R:3:forces:R:3:mulliken_charge:R:1
Sc 1.379124 0.201880 0.797080 -0.252 0.447 0.041 0.290
C -11.555635 -0.145550 4.968522 -0.003 -0.001 -0.008 -0.826
O -10.610681 -0.042898 6.012553 0.004 0.001 0.003 -0.439
C -9.293266 0.018179 5.663419 0.013 0.000 0.002 0.875
C -8.828625 -0.017852 4.351551 -0.017 -0.004 0.011 -0.777
C -7.466192 0.051522 4.101057 0.037 0.006 -0.014 -0.187
C -6.556641 0.156567 5.145708 -0.085 -0.047 0.023 -0.130
C -7.034601 0.196380 6.453641 0.028 0.000 -0.013 -0.178
C -8.387612 0.126095 6.715394 -0.020 -0.001 0.003 -0.677
N -5.146227 0.239728 4.991626 0.073 0.042 -0.051 -0.538
N -4.751296 0.134449 3.815313 -0.072 0.036 0.037 0.266
C -3.372818 0.249389 3.605220 0.089 -0.028 0.011 -0.012
C -2.438586 0.519683 4.593161 -0.049 -0.001 0.003 -0.508
C -1.081505 0.660449 4.326654 0.026 0.072 -0.026 -1.331
C -0.593378 0.527223 3.025943 -0.079 -0.032 -0.073 0.005
O 0.632802 0.691123 2.679380 0.102 -0.221 -0.078 0.204
C -1.547450 0.193605 1.997196 0.019 0.008 0.021 -0.027
N -1.018883 0.021253 0.758574 -0.002 -0.036 -0.100 0.505
C -1.836661 -0.178172 -0.250101 0.020 0.011 0.033 -1.016
C -3.228848 -0.262945 -0.093047 -0.018 0.012 0.007 -1.259
C -3.770016 -0.148544 1.158601 -0.005 -0.010 -0.011 -0.425
C -2.924472 0.090599 2.263631 -0.010 0.015 0.010 1.165
H -12.531819 -0.179547 5.444984 0.001 0.000 0.000 0.233
H -11.408049 -1.057700 4.383568 0.000 -0.001 0.003 0.332
H -11.510157 0.719615 4.301249 0.001 0.001 0.003 0.333
H -9.514021 -0.095962 3.519990 0.001 0.001 -0.001 0.360
H -7.098315 0.028485 3.084985 -0.005 0.001 0.000 0.339
H -6.317259 0.283960 7.259524 -0.001 -0.001 0.002 0.434
H -8.768402 0.155424 7.727626 0.002 0.000 0.002 0.395
H -2.799239 0.639648 5.606213 0.006 0.001 0.004 0.454
H -0.382499 0.903158 5.115551 0.007 -0.008 0.000 0.533
H -1.380152 -0.277147 -1.227655 -0.004 -0.012 -0.012 0.559
H -3.851848 -0.419027 -0.963730 0.000 -0.001 -0.002 0.601
H -4.836144 -0.223066 1.320545 0.001 0.001 0.001 0.421
N 3.877715 1.820081 -1.412590 0.008 -0.006 0.024 0.181
C 4.132947 0.546241 -1.131824 -0.011 0.031 -0.014 0.028
N 5.411806 0.161378 -1.067995 -0.009 -0.011 -0.006 -0.765
C 5.606076 -1.124267 -0.826266 0.031 0.035 -0.007 0.098
N 6.881674 -1.556380 -0.710172 -0.014 -0.004 0.012 -0.427
N 4.641099 -2.058092 -0.702740 -0.010 -0.007 -0.052 -0.819
C 3.422211 -1.566170 -0.759092 -0.096 -0.047 -0.027 0.924
N 3.074454 -0.297021 -0.949921 0.112 -0.009 0.126 0.755
C 2.301771 -2.535901 -0.569272 0.295 0.216 -0.016 -0.096
C 2.567537 -3.892725 -0.607468 -0.247 -0.092 -0.063 -0.823
C 1.506597 -4.767208 -0.453012 -0.042 0.022 0.021 -0.838
C 0.238134 -4.247462 -0.244562 0.033 0.024 -0.007 -1.034
C 0.082316 -2.872040 -0.177168 -0.020 -0.037 -0.016 -0.464
N 1.089973 -2.015795 -0.347746 0.074 -0.094 0.232 1.443
H 4.637471 2.463257 -1.250814 -0.002 0.004 -0.004 0.328
H 2.943608 2.171415 -1.190689 0.001 -0.013 -0.021 -0.387
H 7.586312 -0.853001 -0.571050 -0.003 0.002 -0.011 0.264
H 7.017814 -2.461251 -0.295357 0.000 0.001 -0.006 0.248
H 3.585150 -4.220910 -0.751628 -0.004 0.001 -0.016 0.596
H 1.664390 -5.837539 -0.481078 0.005 0.000 0.000 0.454
H -0.619634 -4.890432 -0.106313 -0.004 0.004 0.001 0.485
H -0.885465 -2.440333 0.037017 -0.002 -0.008 0.009 0.330
O 6.201067 0.035686 6.627445 0.018 -0.029 0.020 -0.668
N 6.117449 1.075733 5.996907 -0.016 0.007 0.026 1.082
O 6.681819 2.102709 6.319937 0.027 0.021 0.013 -0.656
C 5.288011 1.091292 4.776350 -0.060 -0.031 -0.094 -0.558
C 4.677191 -0.078828 4.424745 0.041 -0.003 0.067 -0.875
C 3.865565 -0.042407 3.259989 -0.041 -0.014 -0.035 -0.442
C 3.734563 1.130580 2.458862 -0.014 0.036 -0.047 1.473
O 3.034042 1.163491 1.399778 -0.013 -0.142 -0.041 1.471
C 4.432082 2.325838 2.888956 -0.005 0.071 0.021 -0.325
C 5.182560 2.292985 4.081359 0.027 0.032 0.033 -1.039
N 4.343682 3.493172 2.221947 0.037 -0.099 -0.067 0.628
O 4.758099 4.590105 2.727557 -0.012 0.024 0.018 -0.839
O 3.681865 3.596934 1.025734 -0.050 0.017 0.071 -0.589
N 3.215278 -1.215467 2.901914 -0.003 0.033 0.011 0.702
O 3.404371 -2.242722 3.538525 0.011 -0.024 0.010 -0.783
O 2.410512 -1.285444 1.894634 0.138 -0.048 0.073 -0.202
H 4.778682 -0.980301 4.999606 0.005 0.006 0.001 0.624
H 5.659351 3.193397 4.424161 -0.009 -0.005 0.002 0.605
S 0.847071 2.499736 -0.368308 -0.070 -0.140 0.004 -0.448
Sb 0.599008 0.294092 -3.369276 -0.038 -0.062 -0.041 0.416
C 1.957168 -1.011137 -4.402791 0.014 0.051 -0.017 0.537
C 2.056885 -2.318569 -3.932784 0.007 0.015 0.004 -0.497
C 2.893787 -3.238549 -4.549256 -0.015 -0.010 0.006 -0.492
C 3.644242 -2.858398 -5.652030 0.010 0.000 -0.008 -0.656
C 3.542049 -1.563128 -6.139907 0.000 0.002 -0.003 -0.559
C 2.701574 -0.646428 -5.521288 0.001 -0.034 0.009 -0.554
C 1.152832 2.143500 -4.278672 -0.041 0.027 0.057 0.651
C 0.159856 3.065775 -4.603192 0.030 -0.006 -0.013 -0.856
C 0.492849 4.333366 -5.059082 -0.011 -0.002 0.003 -0.671
C 1.825298 4.698476 -5.184569 0.005 0.008 0.001 -0.501
C 2.821485 3.795199 -4.845253 0.010 0.002 0.004 -0.764
C 2.486859 2.527532 -4.389043 -0.017 -0.028 -0.023 -0.387
C -1.033572 -0.186505 -4.698753 0.035 0.027 -0.005 0.412
C -1.131310 0.277251 -6.009145 0.018 -0.036 0.008 -0.282
C -2.172632 -0.131917 -6.830155 0.007 0.010 -0.005 -0.693
C -3.130964 -1.017476 -6.354462 -0.007 -0.005 -0.004 -0.431
C -3.042238 -1.493669 -5.055703 -0.005 -0.003 0.004 -0.677
C -2.000350 -1.076279 -4.236096 -0.009 0.031 0.011 -0.514
H 1.469427 -2.630889 -3.075747 0.005 -0.007 0.005 0.331
H 2.962558 -4.248763 -4.163791 0.000 -0.001 0.000 0.429
H 4.304886 -3.569529 -6.131853 0.002 0.001 0.000 0.374
H 4.119410 -1.263786 -7.006148 0.000 0.002 0.000 0.411
H 2.627142 0.357715 -5.918887 0.010 0.024 -0.012 0.384
H -0.885807 2.801860 -4.491334 -0.013 -0.003 -0.015 0.399
H -0.289676 5.041117 -5.302719 -0.002 -0.002 0.001 0.389
H 2.086735 5.690877 -5.529295 -0.001 0.000 -0.003 0.382
H 3.863260 4.081217 -4.920327 0.000 -0.001 0.002 0.407
H 3.276537 1.845991 -4.098511 0.017 -0.003 -0.004 0.433
H -0.383315 0.959313 -6.396164 -0.005 0.022 -0.005 0.396
H -2.234376 0.237446 -7.846620 0.001 0.002 0.001 0.392
H -3.942701 -1.336489 -6.996163 0.001 0.001 -0.001 0.357
H -3.783014 -2.188506 -4.679119 -0.001 0.001 0.002 0.412
H -1.943057 -1.460456 -3.221668 -0.005 -0.003 0.004 0.295
Te 1.681328 4.057356 1.205543 0.081 0.007 -0.043 0.109
```
Positions in Å, forces in eV/Å.

***

C25H29IN3O8PS6W as an isolated structure. Source: the OMol25 dataset; level of theory: wB97M-V/def2-TZVPD.

Output
Electronic energy ... -131475.31981 eV
Orbital gap (alpha / beta) ... 0.252 / 0.219 hartree
<S²> ... 0.78
ΔE to the lowest compared entry with this formula, charge and spin ... 69.77 kcal/mol
LUMO (alpha / beta) ... 2.09 / 0.73 eV
Total charge ... -1
Multiplicity ... 2

XYZ file:
```
74
Properties=species:S:1:pos:R:3:forces:R:3:mulliken_charge:R:1
W 11.503868 11.306578 11.428635 -1.026 -0.065 -1.875 1.562
C 10.250004 13.083170 17.375229 -0.935 -1.372 0.789 -1.259
C 11.132456 13.695372 16.342871 0.369 -0.160 0.556 -0.072
O 12.123823 12.695380 16.024606 0.268 0.782 -0.329 -0.207
P 13.039838 12.878493 14.700511 -0.811 0.606 -0.617 0.900
S 14.305155 11.480021 14.621742 1.044 -0.712 0.250 -0.445
S 11.889167 13.295687 13.003965 -0.136 -0.434 0.694 -0.531
O 13.675542 14.345201 14.830656 -0.428 0.370 0.550 -0.374
C 15.050390 14.598755 15.107766 0.018 -0.226 0.530 -0.450
C 15.714332 15.087375 13.865431 0.251 0.716 -0.523 -0.839
H 9.433576 13.724302 17.737782 0.116 -0.015 -0.546 0.387
H 10.817169 12.861694 18.279843 0.259 -0.066 -0.025 0.313
H 9.835097 12.092040 17.033621 0.268 1.097 0.171 0.224
H 11.551225 14.631877 16.738165 0.420 -0.316 -0.235 0.198
H 10.613720 13.918852 15.447688 -0.723 0.335 -0.956 0.363
H 15.510476 13.668424 15.441586 0.078 0.004 0.025 0.382
H 15.117052 15.322248 15.930359 -0.197 -0.072 -0.152 0.280
H 15.512888 14.388733 13.061619 -0.074 -0.104 -0.234 0.134
H 16.795297 15.099161 14.015800 0.044 0.201 -0.023 0.387
H 15.365940 16.097447 13.554759 0.213 -0.640 0.225 0.243
C 12.293354 8.229930 15.077883 -1.303 -0.508 0.407 -1.514
C 12.402087 8.940599 13.778818 -1.342 1.495 0.522 0.829
S 11.225461 10.198002 13.620332 0.804 -0.540 -0.096 -0.576
C 13.482083 8.890075 12.940388 0.633 -1.168 0.134 0.922
C 14.643061 7.921503 13.235401 -1.137 0.285 -0.302 -1.517
S 13.592196 9.912430 11.643664 0.390 0.272 -0.317 -0.332
H 11.767335 8.878965 15.798913 0.423 -0.148 -0.190 0.315
H 13.262838 7.971078 15.463833 0.295 -0.263 0.284 0.390
H 11.632927 7.328429 15.022442 0.668 0.396 -0.165 0.255
H 14.320706 6.874833 13.014488 0.368 0.728 0.352 0.282
H 14.934260 8.058361 14.282221 0.039 -0.313 -0.180 0.328
H 15.475490 8.195815 12.605138 0.279 -0.121 -0.174 0.443
O 6.608547 13.833000 10.296765 0.757 0.438 -0.953 -0.460
C 7.498682 14.431099 9.412683 0.127 -0.688 0.798 1.105
C 7.017507 15.385634 8.536886 -1.009 0.198 0.572 -0.765
C 7.916536 16.060203 7.758130 0.787 0.996 -1.127 -0.470
C 9.277048 15.761451 7.751387 -1.048 0.022 0.591 -1.025
C 9.741587 14.780733 8.590994 0.610 -0.145 -0.104 -0.319
C 8.879040 14.111851 9.432119 -1.342 -0.951 0.726 -0.158
C 9.394569 12.989255 10.264324 0.285 0.616 -0.071 0.585
O 10.690268 12.916930 10.375036 0.455 -0.518 0.708 0.000
N 8.651039 12.096899 10.803381 0.301 -0.510 0.302 -1.041
N 9.452489 11.142212 11.447046 0.610 1.081 -0.378 0.179
C 8.878657 9.839492 11.168322 0.542 -0.012 -0.237 0.398
S 8.876260 8.775214 12.603225 -0.367 -0.960 0.931 -0.010
C 7.801252 7.554340 11.783975 -0.311 0.871 1.196 -0.729
C 6.670268 8.354316 11.177781 -1.922 -0.933 -0.166 -0.452
S 7.196149 9.934558 10.550783 -0.300 0.598 -0.420 -0.113
H 5.754088 14.158553 9.994460 -0.213 -0.175 0.316 0.283
H 5.928588 15.641432 8.587049 1.071 -0.124 -0.261 0.200
H 7.636717 16.897051 7.124359 -0.432 -0.179 0.048 0.327
H 9.941201 16.346328 7.170000 0.533 0.332 -0.578 0.474
H 10.795126 14.521255 8.591322 -0.156 -0.032 0.112 0.359
H 7.429764 6.860116 12.556429 0.279 0.166 -0.386 0.394
H 8.420552 7.066939 11.069194 0.189 -0.567 -0.729 0.284
H 5.830263 8.546593 11.896389 0.928 -0.237 -0.224 0.289
H 6.179421 7.784164 10.359181 0.420 0.256 0.264 0.291
O 9.679842 9.330683 10.138274 -0.889 -0.757 -0.009 -0.323
N 11.053383 9.384553 10.549850 0.181 0.154 0.115 -0.186
O 11.586247 10.267942 9.717944 0.110 0.368 0.288 -0.414
I 15.481085 18.502322 9.466360 -0.150 0.421 0.417 0.016
C 14.454969 16.689369 9.414686 0.257 -0.058 0.240 -0.096
C 14.871118 15.876958 8.370363 0.238 0.718 -0.694 -0.465
C 14.365028 14.626737 8.192391 -0.423 -1.396 0.537 -0.905
C 13.492027 14.108474 9.146229 0.407 0.567 0.480 0.239
C 13.051665 14.939593 10.161513 -0.206 -0.257 0.360 0.710
C 13.538433 16.239877 10.349566 -0.278 -1.211 -0.934 -0.827
C 13.209851 12.635351 9.209169 -0.539 0.479 0.275 0.075
O 13.205979 11.993438 8.198867 0.119 -0.797 -0.877 -0.647
O 13.034952 12.187000 10.431465 0.526 0.527 0.214 -0.331
H 15.608819 16.253340 7.676405 0.021 0.039 -0.048 0.339
H 14.687248 13.943562 7.423352 0.204 0.121 -0.289 0.489
H 12.323101 14.488816 10.838066 0.439 0.530 0.010 0.074
H 13.162009 16.721995 11.215805 0.054 0.968 0.437 0.601
```
Positions in Å, forces in eV/Å.

***

One molecule with the formula C8H10N2S. Source: the OMol25 dataset; level of theory: wB97M-V/def2-TZVPD.

Output
Electronic energy ... -22271.50182 eV
Orbital gap ... 0.286 hartree
ΔE to the lowest compared entry with this formula, charge and spin ... 32.67 kcal/mol
LUMO ... 0.06 eV
SMILES ... CC1=NC2=C(C)N=CC[C@@H]2S1
Total charge ... 0
Multiplicity ... 1

XYZ file:
```
21
Properties=species:S:1:pos:R:3:forces:R:3:mulliken_charge:R:1
C -0.076152 1.786416 -2.921075 2.497 1.047 0.202 -1.129
C -0.378448 1.029601 -1.712465 -0.895 -0.036 1.234 0.587
N 0.441445 0.276665 -1.075903 0.605 0.604 -1.297 -0.614
C 0.096704 -0.070977 0.208613 0.713 -0.821 0.905 0.121
C 0.811093 -0.961550 1.073925 -4.432 2.823 -1.063 0.484
C 2.171062 -1.462339 0.810701 1.316 0.457 1.408 -1.164
N 0.084771 -1.282908 2.302873 0.561 1.157 -0.904 -0.576
C -1.153518 -0.929206 2.432400 0.560 -0.582 -1.653 -0.115
C -2.025683 -0.361998 1.264931 -1.158 -0.852 -1.533 -0.660
C -1.181421 0.717001 0.584831 -1.078 -1.313 0.912 -0.070
S -1.975409 1.516564 -0.929837 2.274 -1.678 1.188 -0.227
H 0.849132 1.338391 -3.347796 -0.693 0.552 -0.101 0.318
H 0.168488 2.826298 -2.525450 0.003 -1.103 -0.552 0.261
H -0.841604 1.970619 -3.637469 -0.775 -0.423 -0.475 0.362
H 2.985270 -0.731323 1.180099 -1.314 -0.872 -0.396 0.225
H 2.325242 -1.536447 -0.255190 0.116 -0.453 -0.218 0.371
H 2.335663 -2.388440 1.401333 -0.040 0.342 -0.783 0.334
H -1.544716 -1.201475 3.388061 -0.773 0.014 0.419 0.469
H -3.157379 -0.129209 1.365671 2.069 -0.073 0.809 0.313
H -2.089184 -1.142433 0.396890 0.250 0.581 1.664 0.291
H -0.944330 1.486490 1.298486 0.195 0.629 0.236 0.417
```
Positions in Å, forces in eV/Å.

***

An isolated ion of composition C6H10IN2O2 and charge +1. Source: the OMol25 dataset; level of theory: wB97M-V/def2-TZVPD.

Output
Electronic energy ... -21547.58973 eV
Orbital gap (alpha / beta) ... 0.282 / 0.266 hartree
ΔE to the lowest compared entry with this formula, charge and spin ... 98.74 kcal/mol
LUMO (alpha / beta) ... -4.32 / -4.51 eV
Total charge ... +1
Multiplicity ... 1

XYZ file:
```
21
Properties=species:S:1:pos:R:3:forces:R:3:mulliken_charge:R:1
C 1.761059 0.857525 -0.723823 3.399 -0.173 1.463 0.443
C 1.026084 0.262821 -2.018557 2.091 -1.016 3.050 -0.479
C -0.253405 0.740638 -1.685839 -2.697 0.448 3.248 -0.833
C -0.354471 0.877767 -0.159992 -2.120 -0.318 -0.793 0.126
C -1.067748 -0.536401 0.494285 -0.049 1.905 0.812 0.336
C -1.582470 -0.174486 1.957794 0.504 -0.272 -1.047 -0.803
N -0.222824 -1.603580 0.724199 2.262 0.309 -0.395 -0.716
N 3.148266 0.896880 -0.642976 -3.855 -0.457 -0.910 -0.366
O 0.985443 1.252201 0.296699 1.290 -1.708 -3.006 -0.336
O -2.327501 -1.280157 2.361687 0.545 0.113 0.510 -0.439
I -0.765083 -3.475746 0.659682 -0.390 -0.228 -0.224 0.266
H 1.466600 0.595387 -2.901736 0.874 0.709 -1.555 0.498
H 1.097815 -0.866866 -1.996583 0.081 0.806 0.182 0.322
H -1.185292 0.333325 -1.960313 -0.792 -0.223 -1.478 0.448
H -1.053921 1.702215 0.115128 0.637 -0.597 0.014 0.434
H -1.915250 -0.810237 -0.130418 -0.344 0.529 -0.320 0.451
H -1.994744 0.842191 2.081267 -0.463 -0.568 -0.319 0.386
H -0.717810 -0.222985 2.565154 1.152 0.335 0.621 0.353
H 3.479107 0.374924 -1.498232 0.683 1.217 1.764 0.289
H 3.708401 1.302730 0.162270 -0.951 -0.963 -1.559 0.307
H -3.232257 -1.068145 2.300306 -1.857 0.152 -0.060 0.312
```
Positions in Å, forces in eV/Å.